1.
{
  "formula": "C5H13NS",
  "method": "the ωB97M-V functional and the def2-TZVPD basis",
  "species": ["S", "N", "C", "C", "C", "C", "C", "H", "H", "H", "H", "H", "H", "H", "H", "H", "H", "H", "H", "H"],
  "xyz": [[1.604883, -2.273041, 0.470569], [-0.579543, 0.782856, -2.004249], [0.512762, -2.676606, 1.874867], [-1.262181, 2.143287, -0.143299], [-0.754718, 0.699636, -0.512619], [1.383959, -0.626359, -0.484066], [0.572722, 0.426424, 0.210751], [1.051295, -0.932850, -1.547331], [2.404241, -0.107286, -0.600529], [0.428793, 0.083361, 1.318215], [0.478583, -3.828923, 1.894856], [-1.511564, -0.078682, -0.280376], [0.913667, -2.208094, 2.693901], [-0.803961, 3.190273, -0.381397], [-1.155331, 0.373099, -2.684148], [-0.608480, -2.410803, 1.744350], [1.171517, 1.358616, 0.120017], [-0.191009, 1.640433, -2.473034], [-2.386571, 2.233419, -0.221551], [-1.269066, 2.211241, 1.005073]],
  "atomic_forces_ev_per_a": [[0.7543, 0.2186, -1.4017], [1.9002, 1.1359, -0.1905], [-3.1605, -1.2857, -2.4827], [-1.7900, 0.7941, 3.6425], [-0.2412, 2.7183, -1.8373], [1.4746, -1.1902, -0.8538], [-0.5681, -0.0976, 0.5477], [0.2676, 0.7229, 1.9390], [-0.9715, -1.5391, 0.1541], [0.0204, 1.0538, -1.8006], [0.4846, 1.4936, 0.2158], [0.4069, 0.5912, -0.1515], [0.6616, 0.7023, 2.3586], [-0.2153, -2.4380, -0.4927], [-1.2200, -1.0984, -0.1132], [1.7942, -0.0852, 0.0962], [-0.5510, -0.3287, 0.6431], [-0.5376, -1.0987, 1.6267], [1.0594, -0.0808, -0.8452], [0.4314, -0.1884, -1.0545]],
  "mulliken_spin": [-0.5536, -0.1334, 2.1617, 0.2448, 0.7112, 0.7080, -0.2050, -0.0432, 0.0302, -0.0657, -0.5779, -0.2361, -0.0920, -0.0525, -0.0802, -0.4896, -0.1490, 0.0065, -0.0779, -0.1061],
  "molar_mass_g_mol": 119.23,
  "total_charge": -1,
  "s2": 0.750,
  "de_lowest_kcal_mol": 43.9,
  "spin_multiplicity": 2,
  "orbital_gap_ha": [0.0885, 0.2932],
  "max_force_ha_per_bohr": 0.0821
}

2.
{
  "formula": "C5H13NS",
  "method": "the ωB97M-V functional and the def2-TZVPD basis",
  "species": ["S", "N", "C", "C", "C", "C", "C", "H", "H", "H", "H", "H", "H", "H", "H", "H", "H", "H", "H", "H"],
  "xyz": [[0.351530, 1.208240, 2.589026], [0.483954, -0.563132, -2.026481], [-1.927416, -0.921702, -1.625213], [1.515235, -1.423252, -1.471554], [-0.670594, -0.164364, -1.224575], [-0.512234, -0.217996, 0.331381], [0.560878, 0.721929, 0.818563], [-1.466359, 0.098804, 0.731585], [0.527670, 1.668244, 0.270320], [-2.453993, -0.544645, -2.501624], [-0.234479, 2.372094, 2.322468], [-0.303199, -1.242389, 0.643775], [1.464307, -2.434438, -1.871701], [0.906926, 0.265755, -2.414060], [2.520988, -1.042054, -1.651615], [1.582906, 0.384149, 0.690653], [-1.651620, -1.964372, -1.770242], [-2.644146, -0.894362, -0.799596], [1.449904, -1.565765, -0.398037], [-0.848576, 0.914753, -1.344803]],
  "atomic_forces_ev_per_a": [[0.2790, -0.3185, -0.2560], [0.3092, 0.7611, -0.0903], [-0.2313, -0.3193, 0.5226], [-0.0060, -0.4961, 0.1875], [-0.3604, 0.5052, 1.0170], [0.4481, -0.4079, -1.1077], [0.0527, 0.9440, 0.4159], [-0.1641, -0.0737, 0.2345], [-0.1170, -0.1171, -0.0485], [0.3660, -0.0036, -0.1642], [-0.1466, 0.1638, 0.0600], [-0.2072, -0.0239, 0.2567], [0.0082, -0.0924, -0.2760], [0.0308, -0.0879, -0.0401], [-0.0850, 0.0881, -0.2127], [0.0418, -0.3817, 0.0753], [-0.1412, -0.1272, -0.1935], [-0.0755, -0.0173, -0.0891], [-0.1119, 0.1734, 0.3087], [0.1106, -0.1688, -0.6000]],
  "mulliken_charge": [-0.2148, -0.3352, -1.3683, -0.8713, 0.2633, -0.8081, -0.7566, 0.4921, 0.3661, 0.3210, 0.1198, 0.3729, 0.2635, 0.3105, 0.3272, 0.2611, 0.3213, 0.3469, 0.2717, 0.3171],
  "molar_mass_g_mol": 119.23,
  "de_lowest_kcal_mol": 16.3,
  "spin_multiplicity": 1,
  "orbital_gap_ha": 0.3518,
  "max_force_ha_per_bohr": 0.0246,
  "smiles": "CN[C@@H](C)CCS"
}

3.
{
  "formula": "C5H13NS",
  "method": "the ωB97M-V functional and the def2-TZVPD basis",
  "species": ["S", "N", "C", "C", "C", "C", "C", "H", "H", "H", "H", "H", "H", "H", "H", "H", "H", "H", "H", "H"],
  "xyz": [[2.665316, -1.425769, 1.133240], [-1.165355, 0.143874, -0.086092], [-1.150258, 1.460444, -0.630016], [-0.327430, -2.052229, -0.510833], [-0.024791, 2.309449, 0.099466], [0.032109, -0.635822, -0.016785], [0.883178, -0.914836, 1.204279], [0.495311, -2.676855, -0.348560], [0.275959, 3.206104, -0.648500], [0.788205, 1.591577, 0.176400], [0.333887, -1.898279, 1.751847], [-0.564947, 2.743818, 0.908600], [0.744097, -0.253662, -0.845366], [0.787654, -0.022703, 1.733432], [2.990766, -0.546718, 0.193855], [-1.271195, -2.312391, -0.135810], [-0.439224, -1.997651, -1.620838], [-2.076940, -0.249794, -0.150913], [-0.781221, 1.611989, -1.630313], [-2.195125, 1.919445, -0.577096]],
  "atomic_forces_ev_per_a": [[-1.3302, 0.1391, -0.3699], [0.1612, 1.0824, 1.1850], [0.6074, 2.0914, 0.6666], [0.1704, 2.1751, -3.0115], [-1.4918, 1.4771, -3.3056], [1.1833, -2.2968, -4.2217], [-1.7027, -2.5255, 1.9258], [0.7928, -1.4277, 0.5887], [-0.4523, -2.0327, 1.8186], [0.2088, 0.7337, 0.8106], [1.5381, 2.9758, -0.8729], [0.7978, 0.1514, 1.4398], [-0.8267, -0.1870, 1.1397], [0.1876, 1.0962, 1.9693], [0.2717, 0.2687, -0.2646], [-1.0551, -0.9494, 0.9659], [-0.1522, -0.1769, 0.6315], [0.0296, -1.0364, 0.0744], [-0.4089, -1.0245, -1.2736], [1.4715, -0.5339, 0.1040]],
  "mulliken_charge": [-0.1572, -0.2024, -0.4861, -1.7558, -0.8940, 0.4928, -1.1025, 0.4512, 0.3048, 0.2480, 0.3176, 0.2688, 0.2441, 0.5062, 0.1105, 0.4459, 0.3723, 0.2364, 0.2570, 0.3424],
  "molar_mass_g_mol": 119.23,
  "de_lowest_kcal_mol": 55.1,
  "spin_multiplicity": 1,
  "orbital_gap_ha": 0.3465,
  "max_force_ha_per_bohr": 0.0963,
  "smiles": "CCN[C@H](C)CS"
}

4.
{
  "formula": "C5H13NS",
  "method": "the ωB97M-V functional and the def2-TZVPD basis",
  "species": ["S", "N", "C", "C", "C", "C", "C", "H", "H", "H", "H", "H", "H", "H", "H", "H", "H", "H", "H", "H"],
  "xyz": [[2.355504, -1.007090, -2.291386], [-0.329637, 0.015569, 0.723042], [0.712703, -0.630338, -1.468931], [0.831622, 0.234185, -0.205394], [-2.617421, 0.703771, 1.296166], [2.066045, -0.149795, 0.658472], [-1.510061, 0.839269, 0.269444], [-0.636833, -0.879828, 0.386861], [0.979188, 1.290494, -0.435238], [-2.184368, 0.713125, 2.287270], [0.355032, -1.629849, -1.251776], [2.388671, -2.293472, -1.927838], [2.995323, 0.051187, 0.132219], [-3.399017, 1.455429, 1.130794], [0.183539, -0.121489, -2.267383], [-1.135301, 1.864200, 0.207879], [1.957063, 0.380940, 1.596079], [-1.823628, 0.562886, -0.727476], [2.060182, -1.233064, 0.807446], [-3.248604, -0.166128, 1.079750]],
  "atomic_forces_ev_per_a": [[-0.4294, 0.1084, 0.0022], [-0.7116, 1.0130, -2.1065], [1.5185, 0.4800, -0.4620], [1.1005, -0.7879, 1.5364], [-1.0302, 0.0738, -1.2620], [-0.5270, -0.2940, -0.9754], [1.1034, 0.2710, 0.9603], [-0.0861, -1.0308, 0.7265], [-0.5079, 0.0523, -0.2041], [-0.3014, -0.0166, 0.2329], [-0.5795, 0.0971, 0.0553], [0.1193, 0.0242, 0.0220], [0.0782, 0.3192, 0.2136], [0.4936, 0.5188, 0.4200], [-0.5654, -0.2376, 0.1389], [-0.2241, 0.0771, 0.1067], [0.2882, -0.0463, 0.1636], [-0.2852, -0.1153, -0.4057], [-0.0883, 0.0268, 0.3511], [0.6344, -0.5333, 0.4861]],
  "mulliken_charge": [-0.2242, -0.4958, -1.0212, 0.5436, -1.2061, -1.6062, -0.3257, 0.2805, 0.3448, 0.3422, 0.4078, 0.1263, 0.4351, 0.3697, 0.3621, 0.3449, 0.4083, 0.2933, 0.3260, 0.2947],
  "molar_mass_g_mol": 119.23,
  "de_lowest_kcal_mol": 20.5,
  "spin_multiplicity": 1,
  "orbital_gap_ha": 0.3597,
  "max_force_ha_per_bohr": 0.0475,
  "smiles": "CCN[C@@H](C)CS"
}

5.
{
  "formula": "C5H13NS",
  "method": "the ωB97M-V functional and the def2-TZVPD basis",
  "species": ["S", "N", "C", "C", "C", "C", "C", "H", "H", "H", "H", "H", "H", "H", "H", "H", "H", "H", "H", "H"],
  "xyz": [[0.560909, 0.043351, 3.401205], [0.005358, 0.115608, -1.318870], [0.074924, -0.979939, 0.869128], [1.213835, 0.926268, -1.497419], [-0.996080, 0.637104, -2.259258], [-0.474350, 0.150577, 0.032374], [-0.404752, -1.119477, 2.317112], [-1.461229, 1.551905, -1.861524], [0.040259, -1.960114, 0.375205], [1.596331, -0.798242, 3.470302], [2.045923, 0.539405, -0.916023], [1.506104, 0.881322, -2.546153], [-1.835238, -0.065120, -2.240574], [1.169576, -0.917173, 0.927916], [-0.096260, -2.098240, 2.655827], [-0.592737, 0.703558, -3.259572], [-1.567235, 0.152539, 0.125263], [-1.447472, -0.820671, 2.373013], [-0.319137, 1.084361, 0.612298], [0.981273, 1.972977, -1.260249]],
  "atomic_forces_ev_per_a": [[-0.4744, -0.2204, -0.0269], [0.2336, 0.7733, -0.9744], [1.3940, -1.1473, 0.1016], [-0.3498, -0.2490, -0.1156], [-0.8934, -0.9350, 1.3898], [-0.7954, 0.0836, 1.6831], [1.1652, 1.3225, -0.7679], [0.4300, 0.4584, -0.5126], [-0.9194, 0.1888, -0.2529], [0.1591, 0.1291, 0.0810], [-0.0116, 0.1347, 0.2625], [0.0567, -0.0291, -0.0029], [0.0802, -0.1219, -0.3716], [0.0174, 0.5133, -0.0216], [-0.8665, -0.2712, 0.2623], [0.0006, 0.2692, -0.1154], [-0.1490, -0.6111, -0.7391], [-0.1695, -0.5631, 0.4816], [0.7276, 0.1739, -0.5346], [0.3648, 0.1014, 0.1736]],
  "mulliken_charge": [-0.2114, -0.0862, -0.3587, -1.0075, -1.0229, -0.6288, -0.8508, 0.3678, 0.3362, 0.1094, 0.2592, 0.3572, 0.3226, 0.2526, 0.3314, 0.3535, 0.4406, 0.3840, 0.2729, 0.3791],
  "molar_mass_g_mol": 119.23,
  "de_lowest_kcal_mol": 24.7,
  "spin_multiplicity": 1,
  "orbital_gap_ha": 0.3523,
  "max_force_ha_per_bohr": 0.0374,
  "smiles": "CN(C)CCCS"
}

6.
{
  "formula": "C5H13NS",
  "method": "the ωB97M-V functional and the def2-TZVPD basis",
  "species": ["S", "N", "C", "C", "C", "C", "C", "H", "H", "H", "H", "H", "H", "H", "H", "H", "H", "H", "H", "H"],
  "xyz": [[1.323684, -0.193492, 1.359163], [-0.398338, -0.374232, -1.461984], [2.494646, 0.578117, 2.478584], [-1.693310, -0.108007, -1.894477], [-2.096886, 0.992410, -2.601616], [0.055153, -1.786292, -1.494965], [-0.198795, 0.558289, 2.123591], [0.071476, -2.144269, -2.516566], [1.042799, -1.972146, -0.994805], [2.755583, -0.045991, 3.353263], [-1.040744, 0.302611, 1.507844], [-0.352133, 0.229081, 3.209991], [3.426093, 0.858521, 1.891372], [-0.133056, 1.649468, 2.088925], [-2.406519, -0.864634, -1.518230], [0.276078, 0.285346, -1.821704], [-3.065032, 1.171566, -2.936387], [2.055968, 1.490829, 2.928559], [-0.665734, -2.386533, -0.873998], [-1.450934, 1.759358, -2.826562]],
  "atomic_forces_ev_per_a": [[-1.0725, 0.6652, 0.6706], [0.2306, -0.3498, 0.1996], [1.1950, 0.6415, 0.3561], [-0.7024, 0.8229, -0.5100], [0.6411, -2.9558, 1.8258], [-0.4709, 0.0659, 1.2994], [0.6442, -0.3530, 0.9978], [0.0793, -0.4005, -0.2046], [-0.8168, 0.6916, -0.5940], [0.0327, 0.0281, -0.6064], [-0.3837, -0.4265, -0.1694], [0.2444, 0.3034, -1.6262], [-1.0884, -0.3713, 0.8928], [0.2422, -0.1400, 0.0710], [0.2572, 0.4031, -0.5999], [0.1009, -0.1005, 0.0349], [-1.7135, -0.1432, -0.0722], [0.2679, -0.2999, -0.5822], [0.5025, 0.4587, -0.7907], [1.8103, 1.4600, -0.5921]],
  "mulliken_charge": [0.0066, -0.1578, -0.8101, 0.1573, -1.0035, -0.9234, -0.8331, 0.3726, 0.2340, 0.2675, 0.2579, 0.2990, 0.2821, 0.2872, 0.2672, 0.1714, 0.2834, 0.2556, 0.3224, 0.2636],
  "molar_mass_g_mol": 119.23,
  "de_lowest_kcal_mol": 35.9,
  "spin_multiplicity": 1,
  "orbital_gap_ha": 0.3252,
  "max_force_ha_per_bohr": 0.0687,
  "smiles": "C=CNC.CSC"
}